DFT (ωB97M-V/def2-TZVPD) results for a molecular structure, C22H19CuF6NOPTe4.

Last column: Löwdin charge in e.
Element x y z (Å)
Cu (-3.215103, 0.494560, -0.789329)  -0.55
Te (-3.736091, -1.794429, 0.053686)  0.06
Te (-4.981282, -0.964923, 2.190474)  -0.21
Te (-6.075958, 1.428322, 1.171124)  -0.18
Te (-3.683715, 2.389317, 0.797245)  0.05
N (-1.758133, 0.698510, 3.129991)  0.09
C (-0.450157, 0.557779, 3.508668)  -0.30
C (-0.126845, 0.705867, 4.883498)  -0.06
C (1.182200, 0.675082, 5.297343)  -0.13
C (2.202269, 0.182997, 4.461287)  -0.12
C (1.878723, -0.067605, 3.132118)  -0.10
C (0.597667, 0.189166, 2.600523)  -0.31
P (0.379624, 0.164106, 0.803733)  1.11
C (1.888604, 0.777991, 0.135450)  -0.40
C (2.005110, 2.123346, -0.188043)  -0.10
C (3.233336, 2.660427, -0.595887)  -0.09
C (4.333070, 1.826164, -0.826079)  -0.11
C (4.196161, 0.457334, -0.578641)  -0.10
C (2.991701, -0.078215, -0.093224)  -0.09
C (0.337544, -1.611268, 0.372783)  -0.38
C (0.110775, -2.585459, 1.328790)  -0.10
C (0.172808, -3.927316, 0.954931)  -0.11
C (0.263438, -4.303574, -0.368136)  -0.11
C (0.429046, -3.295319, -1.358529)  -0.09
C (0.456764, -1.975137, -0.967299)  -0.12
H (-2.101347, 0.508957, 2.213351)  -0.06
H (-2.523623, 0.806573, 3.770242)  0.06
H (-0.954818, 0.894864, 5.553371)  0.10
H (1.437066, 1.035666, 6.294976)  0.09
H (3.142654, -0.103410, 4.904678)  0.08
H (2.592800, -0.400628, 2.431566)  0.07
H (1.119939, 2.753730, -0.073876)  0.11
H (3.339926, 3.734303, -0.758231)  0.10
H (5.309834, 2.176777, -1.148683)  0.09
H (5.010210, -0.226047, -0.787222)  0.09
H (2.900916, -1.153006, 0.074261)  0.10
H (-0.087076, -2.303030, 2.351687)  0.10
H (0.234749, -4.672030, 1.760075)  0.10
H (0.249606, -5.359563, -0.660235)  0.09
H (0.529760, -3.570655, -2.417178)  0.10
H (0.563036, -1.170243, -1.721715)  0.10
C (-1.131714, -0.385940, -4.219675)  -0.01
C (-1.681544, 0.699515, -3.295262)  -0.46
O (-1.766727, 0.208210, -1.989357)  -0.32
C (-0.726551, 1.934638, -3.209580)  -0.47
F (-1.230092, 2.928945, -2.380169)  0.09
F (-0.480911, 2.533815, -4.436944)  0.08
F (0.496211, 1.628460, -2.756949)  0.13
C (-3.120028, 1.148857, -3.720779)  -0.52
F (-3.590617, 2.127703, -2.914993)  0.10
F (-3.177901, 1.516311, -5.028537)  0.11
F (-3.984833, 0.102068, -3.614243)  0.11
H (-0.080058, -0.581239, -3.997365)  0.07
H (-1.213288, -0.224667, -5.306977)  0.08
H (-1.707158, -1.316642, -3.972709)  0.11

Atoms 1-3, force components in eV/Å:
Cu 0.1 0.3 0.9
Te 0.3 -0.9 -0.6
Te -1.2 0.5 0.9

## Properties
**Total energy**: -4632.99299 Ha
**LUMO level**: 4.3 eV
**Total charge**: -2
**Highest occupied orbital energy**: -0.5 eV
**HOMO-LUMO gap**: 4.8 eV